Entry 1:
# C40H41IN8O3STl

A molecular structure, C40H41IN8O3STl at a distorted geometry (wB97M-V/def2-TZVPD, the Open Molecules 2025 dataset).

For the HOMO energy (alpha / beta), the calculation gives -1.3137 / -0.9988 eV. The value obtained for the calculated total energy is -3080.7390 Eh. As for the total charge: -2. Its energy relative to the best compared isomer or geometry (same formula, charge and spin) is 89.8 kcal/mol. As for the gap between HOMO and LUMO (alpha / beta): 4.597 / 4.282 eV. As for the spin multiplicity: 2.

```
95
Properties=species:S:1:pos:R:3:forces:R:3
Tl 14.361549 9.510897 10.911813 0.2 0.1 0.0
C 10.955914 6.676666 13.564675 -1.8 -0.9 0.2
C 10.014970 6.514164 12.533988 1.4 1.3 -0.2
C 10.456040 6.736361 11.223664 -1.5 -0.5 1.8
C 11.755101 7.006389 10.930038 2.5 0.5 0.8
N 12.632442 7.200379 11.951088 -0.4 -0.7 -1.0
C 12.210883 7.010242 13.191327 2.6 1.1 -0.1
C 12.264701 7.143502 9.550061 -0.1 0.3 -1.4
C 11.604363 6.372601 8.573773 -1.3 -0.5 1.0
C 11.933218 6.369877 7.247297 1.1 0.6 -0.4
C 12.984722 7.216370 6.828621 -0.7 -0.8 -0.2
C 13.593780 8.020091 7.765758 -0.1 -0.1 0.3
C 13.288110 8.030962 9.137420 -0.3 -0.1 1.0
H 10.763384 6.557430 14.627869 -0.3 0.0 -0.2
H 8.954877 6.501359 12.674707 -0.4 -0.5 0.4
H 9.690437 6.837890 10.512846 -0.7 -0.2 -1.2
H 13.008862 7.250478 13.926612 -0.7 -0.3 -0.2
H 10.725204 5.767875 8.882351 0.7 0.1 -0.2
H 11.434984 5.686659 6.583298 -0.2 0.0 -0.3
H 13.315350 7.231251 5.781764 -0.2 0.0 0.4
H 14.366302 8.660025 7.409479 0.6 0.6 -0.2
O 19.662302 10.545550 10.190979 1.3 -1.3 -0.1
S 18.540635 11.388595 10.489840 2.7 2.6 3.1
O 18.352130 11.621964 11.950204 0.2 -0.3 -1.3
N 17.283769 11.117544 9.838082 -4.9 -0.7 -2.3
C 16.978313 11.130635 8.470250 1.2 -1.2 0.5
C 17.936602 10.874100 7.526326 -0.1 -0.2 -2.6
C 17.534659 10.707835 6.109649 1.5 0.3 2.0
C 16.227947 10.883569 5.756678 -0.5 0.7 -0.2
C 15.241971 11.209525 6.727724 -0.9 0.1 -1.4
C 13.789781 11.384328 6.435066 0.3 -0.8 0.1
C 12.907691 11.706901 7.429478 1.0 -0.5 -1.4
C 13.451320 12.032256 8.799032 -1.1 -2.8 1.6
N 14.737912 11.448069 9.101695 -0.9 1.0 -1.2
C 15.608618 11.255135 8.050123 -0.6 0.7 3.2
C 19.077751 12.979532 9.779193 0.0 -0.5 0.1
C 20.356595 13.024525 9.197602 -1.2 0.3 0.8
C 20.749097 14.169685 8.557041 -0.4 1.5 -0.9
C 19.807371 15.202124 8.443406 -0.2 -0.5 0.5
C 18.508672 15.152858 8.964886 1.9 -1.0 -0.9
C 18.151803 14.005175 9.628211 -1.0 0.1 0.5
H 19.011014 10.827431 7.774630 -0.8 -0.2 0.0
H 18.363571 10.472153 5.415519 -0.8 0.2 0.1
H 15.920002 10.969872 4.720353 0.1 -0.5 -0.2
H 13.443167 11.026063 5.418180 0.3 0.6 1.2
H 11.830470 11.599693 7.199027 0.6 0.4 0.4
H 12.731176 11.592587 9.602876 0.7 0.8 -1.1
H 20.924655 12.142601 9.313071 0.8 -0.7 0.0
H 21.691040 14.375155 8.011637 -0.4 -0.7 0.6
H 20.108527 16.044790 7.903053 0.3 1.3 -0.8
H 17.782514 15.867266 8.669612 -0.4 0.8 0.1
H 17.094279 13.989651 9.962429 0.9 -0.8 0.1
I 18.727774 11.110651 18.811264 0.0 -0.1 0.1
C 18.576149 11.642742 16.828828 -0.5 0.0 -0.1
C 18.251067 10.842547 15.755576 0.3 -0.1 -0.3
N 18.203389 11.684752 14.680531 0.3 0.0 2.0
N 18.443654 12.956799 15.024300 -0.2 0.0 -0.4
C 18.640824 12.948427 16.316426 0.1 0.6 1.4
H 18.104169 9.752086 15.767752 0.0 0.9 -0.5
H 18.147279 11.516735 13.701186 -0.2 -0.6 -1.6
H 18.754855 13.854151 16.933097 0.1 -0.4 -0.7
C 8.235281 13.289310 10.849719 1.5 -1.0 0.3
C 8.200291 11.919584 11.683612 0.5 0.6 -1.4
N 9.207326 10.928451 11.312095 0.2 0.9 1.4
C 9.046349 10.207319 10.110025 -1.0 -1.2 -0.9
C 9.873589 10.748173 8.955258 -0.8 1.7 -0.8
C 10.398688 10.719833 12.001804 -0.4 -0.7 -0.1
C 10.757868 11.502548 13.234845 -0.4 1.6 -2.6
N 11.255470 9.860213 11.632841 1.0 -0.5 0.1
H 7.730932 13.988048 11.483725 -0.9 0.7 0.0
H 7.840519 13.215315 9.814586 -0.2 -0.1 0.8
H 9.263050 13.707900 10.735866 -0.4 -0.7 0.2
H 7.191020 11.497710 11.441330 0.7 0.1 0.8
H 8.387540 12.114071 12.752598 -0.7 0.1 -0.6
H 7.953805 10.258519 9.895141 0.6 -0.1 -0.3
H 9.265189 9.140276 10.297358 -0.1 0.3 -0.1
H 10.868381 11.057709 9.244302 0.3 -0.5 0.3
H 9.412994 11.744040 8.730717 0.3 -0.7 -0.3
H 9.907866 10.160673 8.018963 -0.1 0.0 0.6
H 9.907838 11.811714 13.789326 -0.6 0.4 0.7
H 11.261230 12.376468 12.728816 -0.4 -0.4 1.0
H 11.432905 10.978052 13.831805 1.1 -0.9 0.7
H 11.110263 9.340968 10.771068 -0.3 0.4 0.1
O 11.517657 13.339136 10.748966 2.8 1.3 -0.8
N 12.769763 13.945133 10.416480 -5.6 -4.0 -0.5
C 13.252897 14.776951 11.255841 1.7 2.3 0.7
C 14.323276 15.553216 10.905235 1.2 1.3 0.7
C 14.963150 15.235367 9.705072 1.3 1.9 -1.5
C 14.470827 14.334405 8.875340 -0.5 -0.8 -0.1
C 13.238866 13.617730 9.122681 0.8 0.3 -0.2
H 12.707146 14.951240 12.132925 -0.7 -0.1 1.1
H 14.745157 16.417468 11.451593 -0.7 -0.9 0.2
H 15.750272 15.880071 9.246672 -0.3 -0.6 1.1
H 14.954987 14.003833 8.013056 0.9 0.0 -1.5
H 12.537313 13.923404 8.339712 -0.6 -0.2 0.3
```
Forces are in eV/Å.

In the Mulliken picture, each atom carries the following charge in e:
1. Tl 0.7433
2. C -0.6766
3. C -0.5622
4. C -0.0255
5. C 0.4236
6. N -0.2883
7. C -0.3647
8. C 0.7250
9. C -0.5718
10. C -0.8118
11. C -0.5265
12. C -0.3108
13. C -0.6016
14. H 0.3680
15. H 0.3447
16. H 0.3268
17. H 0.3423
18. H 0.2485
19. H 0.3869
20. H 0.3920
21. H 0.4695
22. O -0.8139
23. S 0.9143
24. O -0.8502
25. N -0.1281
26. C 0.5096
27. C -0.3430
28. C -1.0519
29. C -1.0535
30. C 0.9598
31. C -1.1343
32. C -0.0682
33. C 2.9636
34. N -0.5128
35. C -0.0812
36. C -0.2956
37. C -0.3807
38. C -0.6163
39. C -0.3771
40. C -0.7732
41. C 0.2762
42. H 0.3635
43. H 0.3017
44. H 0.3685
45. H 0.1922
46. H 0.2682
47. H -2.3377
48. H 0.5750
49. H 0.2883
50. H 0.4088
51. H 0.2350
52. H 0.3549
53. I 0.0428
54. C -0.2070
55. C -0.4355
56. N 0.5088
57. N -0.7054
58. C -0.2265
59. H 0.4139
60. H 0.4856
61. H 0.3678
62. C -0.9541
63. C -0.5352
64. N 0.3655
65. C -1.0518
66. C 0.5076
67. C 0.9795
68. C -1.7871
69. N 0.0513
70. H 0.4491
71. H 0.2966
72. H 0.1031
73. H 0.3123
74. H 0.2640
75. H 0.5673
76. H -0.1240
77. H -0.8078
78. H 0.2929
79. H 0.4116
80. H 0.5145
81. H 0.1423
82. H 0.4035
83. H -0.5175
84. O -0.5007
85. N 0.2063
86. C 0.1186
87. C -1.2742
88. C 0.2851
89. C -1.2416
90. C 0.2955
91. H 0.5090
92. H 0.3078
93. H 0.3338
94. H 0.4801
95. H 0.1592

=====

Entry 2:
# C7H8CaO5

A molecular structure, C7H8CaO5 at a distorted geometry (wB97M-V/def2-TZVPD, the Open Molecules 2025 dataset).

For the HOMO energy, the calculation gives -19.2457 eV. The value obtained for the calculated total energy is -1324.6533 Eh. As for the total charge: +2. As for the gap between HOMO and LUMO: 10.427 eV. As for the spin multiplicity: 1.

```
21
Properties=species:S:1:pos:R:3:forces:R:3
Ca 0.011590 0.005249 -0.076639 0.3 1.0 -1.3
C 2.168074 -0.637913 -0.908194 4.1 -1.4 -0.6
O 3.229280 -1.029616 -1.021928 -2.6 1.0 0.1
C 0.015794 0.267689 -2.753527 0.1 0.3 -2.9
O 0.017080 0.372009 -3.883409 0.0 -0.2 2.4
C 0.843541 2.131129 -0.400206 1.8 4.7 0.3
O 1.240272 3.188268 -0.291524 -0.9 -2.4 -0.4
C -0.658274 -2.044866 -0.875661 -2.3 -7.8 -0.6
O -0.978008 -3.165852 -0.870148 1.6 5.6 -0.2
C -2.116927 0.718953 0.436997 -0.9 0.3 -1.6
H -2.294466 -0.280488 0.919732 -0.3 1.1 -0.4
H -1.669772 1.515606 1.088310 -0.8 -0.5 -0.5
C -2.202650 0.874627 -0.927276 -0.8 0.2 1.4
H -1.921077 1.824240 -1.437005 -0.4 -0.7 0.5
H -2.541219 0.052648 -1.600945 0.0 0.7 0.7
C 1.274551 -0.227288 2.364294 -1.5 -2.5 -1.3
O 0.425486 -1.267572 1.441967 2.5 -0.7 2.3
H 0.788976 0.739279 2.214356 0.1 0.0 0.3
H 2.296406 -0.296097 2.020704 0.2 0.2 0.2
H 1.075816 -0.686301 3.318006 0.3 0.5 0.5
H 0.995527 -2.053703 1.242097 -0.6 0.6 0.9
```
Forces are in eV/Å.

In the Mulliken picture, each atom carries the following charge in e:
1. Ca 1.5113
2. C 0.0309
3. O -0.0221
4. C 0.1811
5. O -0.0707
6. C 0.0126
7. O -0.0305
8. C 0.0369
9. O -0.0970
10. C -0.7325
11. H 0.4422
12. H 0.4892
13. C -0.6748
14. H 0.4172
15. H 0.4102
16. C -0.6046
17. O -0.7260
18. H 0.4223
19. H 0.3742
20. H 0.2630
21. H 0.3671

=====

Entry 3:
# C3H6O3S

2 unconnected molecules or ions with the total composition C3H6O3S at a distorted geometry (wB97M-V/def2-TZVPD, the Open Molecules 2025 dataset).

For the HOMO energy (alpha / beta), the calculation gives -8.9844 / -8.9845 eV. The value obtained for the calculated total energy is -741.7247 Eh. As for the total charge: 0. Its energy relative to the best compared isomer or geometry (same formula, charge and spin) is 36.2 kcal/mol. As for the gap between HOMO and LUMO (alpha / beta): 8.690 / 8.689 eV. As for the spin multiplicity: 1.

```
13
Properties=species:S:1:pos:R:3:forces:R:3
C -0.940266 -1.984026 0.828630 1.1 2.4 0.5
C -0.549233 1.157457 -0.963797 -0.1 0.1 -0.2
C 0.495912 1.139520 0.119081 0.0 -1.0 0.2
O -1.805193 -1.580728 1.508237 0.6 -0.4 -0.6
O 1.530864 -1.136470 -0.899378 -0.2 0.1 -0.2
O 1.944536 -0.665377 1.493250 -0.2 0.1 0.2
S 1.048904 -0.624940 0.363423 -1.3 -0.6 0.3
H -0.814003 -2.942717 0.329965 0.2 -0.4 -0.3
H -1.405050 0.551502 -0.673425 -0.1 0.0 0.0
H -0.905120 2.171781 -1.155031 0.0 -0.1 0.0
H -0.133577 0.755063 -1.885857 -0.1 0.0 -0.1
H 0.133369 1.475652 1.087598 0.0 0.0 0.1
H 1.398856 1.683281 -0.152695 0.2 -0.1 0.1
```
Forces are in eV/Å.

In the Mulliken picture, each atom carries the following charge in e:
1. C 0.1007
2. C -1.0596
3. C -0.3799
4. O -0.3181
5. O -0.5841
6. O -0.5774
7. S 0.8466
8. H 0.3549
9. H 0.2756
10. H 0.3403
11. H 0.3107
12. H 0.3301
13. H 0.3601

=====

Entry 4:
# C4H10O2

A single C4H10O2 molecule (wB97M-V/def2-TZVPD, the Open Molecules 2025 dataset).

For the HOMO energy, the calculation gives -9.6469 eV. The value obtained for the calculated total energy is -308.8553 Eh. As for the total charge: 0. Its energy relative to the best compared isomer or geometry (same formula, charge and spin) is 26.9 kcal/mol. As for the SMILES: CO[C@@H](C)CO. As for the gap between HOMO and LUMO: 10.610 eV. As for the spin multiplicity: 1.

```
16
Properties=species:S:1:pos:R:3:forces:R:3
C 1.633742 1.133528 0.283263 0.2 0.3 -0.1
O 1.013313 -0.092833 0.566705 0.0 0.0 0.0
C -0.062321 -0.460666 -0.286548 -0.1 -0.1 -0.1
C -0.239817 -1.958789 -0.092499 -0.1 -0.1 0.0
C -1.341109 0.311015 0.036079 -0.1 -0.3 0.1
O -1.363828 1.622632 -0.496661 0.1 0.2 0.1
H 2.592224 1.135308 0.811547 -0.2 0.0 -0.1
H 1.820005 1.258832 -0.794633 -0.1 0.0 0.2
H 1.058917 2.006682 0.633878 0.1 -0.2 0.0
H 0.204610 -0.244101 -1.336021 0.0 0.0 0.2
H 0.713875 -2.466404 -0.260595 -0.1 0.1 0.0
H -0.983808 -2.368084 -0.784423 0.1 0.1 0.1
H -0.552308 -2.173115 0.936162 0.0 0.0 -0.2
H -2.201797 -0.201675 -0.405851 0.1 0.0 0.0
H -1.476056 0.313467 1.128514 0.0 0.0 -0.2
H -0.815643 2.184203 0.061084 -0.1 0.0 -0.1
```
Forces are in eV/Å.

In the Mulliken picture, each atom carries the following charge in e:
1. C -0.7024
2. O -0.3785
3. C 0.6661
4. C -1.4346
5. C -0.7175
6. O -0.5051
7. H 0.2556
8. H 0.3337
9. H 0.2024
10. H 0.2458
11. H 0.3441
12. H 0.3998
13. H 0.3321
14. H 0.3620
15. H 0.3154
16. H 0.2811